1.
# C5H11NO3S

The molecule C5H11NO3S in a non-equilibrium geometry (the ωB97M-V functional and the def2-TZVPD basis, OMol25).

Properties
Energy above the lowest of the compared OMol25 structures with the same formula, charge and spin = 1.749 eV
SMILES string = CN1CC[C@@H](S(=O)(=O)O)C1
Kohn-Sham gap = 9.74 eV

Cartesian coordinates (Å):
C  -2.310  1.151  -0.062
N  -1.005  0.512  -0.265
C  -1.215  -0.932  -0.461
C  0.180  -1.559  -0.144
C  0.960  -0.583  0.676
S  2.505  0.089  0.070
O  2.761  1.367  0.582
O  3.494  -0.874  0.164
O  2.300  0.394  -1.507
C  -0.019  0.695  0.744
H  -3.014  0.635  0.610
H  -2.168  2.081  0.449
H  -2.835  1.227  -1.069
H  -1.366  -1.028  -1.560
H  -2.125  -1.349  0.056
H  -0.022  -2.437  0.443
H  0.724  -1.990  -1.002
H  0.983  -0.993  1.762
H  1.770  1.201  -1.774
H  -0.166  0.821  1.810
H  0.568  1.574  0.477

2.
# C5H11NO4S2

The molecule C5H11NO4S2 in a non-equilibrium geometry (the ωB97M-V functional and the def2-TZVPD basis, OMol25).

Properties
Energy above the lowest of the compared OMol25 structures with the same formula, charge and spin = 0.669 eV
SMILES string = CS[C@@](C)(C(=O)NO)S(C)(=O)=O
Kohn-Sham gap = 9.63 eV

Cartesian coordinates (Å):
C  -1.998  -1.562  1.418
S  -0.220  -1.836  1.357
C  0.051  -0.599  -0.119
C  -0.088  -1.375  -1.359
C  -0.641  0.760  -0.091
O  -1.018  1.313  -1.119
N  -0.732  1.268  1.156
O  -1.190  2.593  1.183
S  1.731  -0.111  0.234
C  2.073  1.170  -1.085
O  2.665  -1.184  0.019
O  1.737  0.478  1.529
H  -2.290  -1.553  0.283
H  -2.117  -0.516  1.830
H  -2.469  -2.298  1.979
H  -0.540  -2.305  -1.371
H  -0.491  -0.788  -2.159
H  0.982  -1.611  -1.827
H  -0.073  1.105  1.912
H  -1.588  2.755  0.200
H  3.054  1.341  -1.348
H  1.353  0.817  -1.822
H  1.809  2.138  -0.799

3.
# C5H11NOS

A cluster of 2 separate species, C5H11NOS in total in a non-equilibrium geometry (the ωB97M-V functional and the def2-TZVPD basis, OMol25).

Properties
Energy above the lowest of the compared OMol25 structures with the same formula, charge and spin = 6.881 eV
Kohn-Sham gap = 5.21 eV

Cartesian coordinates (Å):
C  -0.026  0.553  1.440
C  -1.445  0.720  1.103
S  -2.248  -0.299  -0.150
C  1.104  0.112  0.706
N  1.213  0.322  -0.760
C  1.295  -1.018  -1.380
C  0.138  1.163  -1.343
O  2.156  -0.337  1.175
H  0.297  0.936  2.408
H  -1.274  -2.184  1.266
H  -1.776  1.729  0.997
H  -1.952  0.293  1.991
H  -1.400  -2.364  1.979
H  0.376  -1.617  -1.566
H  1.519  -0.794  -2.403
H  2.144  -1.410  -0.819
H  0.534  1.412  -2.361
H  0.155  2.147  -0.756
H  -0.811  0.636  -1.528

4.
# C5H11NOS

The molecule C5H11NOS in a non-equilibrium geometry (the ωB97M-V functional and the def2-TZVPD basis, OMol25).

Properties
Energy above the lowest of the compared OMol25 structures with the same formula, charge and spin = 3.993 eV
Kohn-Sham gap (spin up / spin down) = 8.72 / 8.72 eV

Cartesian coordinates (Å):
C  -0.060  0.105  -0.287
C  1.233  -1.987  -0.980
C  -2.466  0.723  -0.044
C  0.945  1.334  2.211
C  1.077  -0.508  -1.133
N  -1.266  0.391  -0.836
O  -1.467  0.350  -2.057
S  -0.023  -0.083  1.419
H  0.571  -2.604  -1.568
H  1.065  -2.384  0.031
H  2.360  -2.281  -1.211
H  -2.824  -0.146  0.563
H  -3.318  0.917  -0.765
H  -2.244  1.589  0.510
H  1.975  1.038  2.557
H  0.350  1.625  2.989
H  1.020  2.097  1.457
H  1.168  -0.237  -2.173
H  1.904  0.060  -0.685

5.
# C5H11NOS

A structure of composition C5H11NOS in a non-equilibrium geometry (the ωB97M-V functional and the def2-TZVPD basis, OMol25).

Properties
Energy above the lowest of the compared OMol25 structures with the same formula, charge and spin = 5.371 eV
Kohn-Sham gap = 6.90 eV

Cartesian coordinates (Å):
O  1.908  1.623  0.633
C  0.724  1.397  0.806
N  0.181  0.222  0.377
C  -1.252  0.026  0.307
C  -1.416  -1.471  0.078
C  -1.049  -2.359  1.064
S  0.476  -0.942  -2.188
C  -0.070  2.347  1.683
H  0.534  -0.227  -0.758
H  -1.821  0.406  1.169
H  -1.712  0.465  -0.599
H  -2.090  -1.627  -0.751
H  -0.171  -1.936  0.277
H  -0.788  -1.996  2.050
H  -1.400  -3.368  0.962
H  -0.479  -0.205  -2.730
H  -0.120  1.942  2.694
H  0.430  3.307  1.684
H  -1.108  2.475  1.356

6.
# C5H11NOS

A structure of composition C5H11NOS in a non-equilibrium geometry (the ωB97M-V functional and the def2-TZVPD basis, OMol25).

Properties
Energy above the lowest of the compared OMol25 structures with the same formula, charge and spin = 7.635 eV
Kohn-Sham gap = 9.49 eV

Cartesian coordinates (Å):
C  -2.605  -0.744  -0.097
C  -1.152  -0.578  0.348
C  -0.631  0.678  -0.371
C  0.887  0.858  -0.333
C  1.414  0.636  1.036
H  -3.141  0.728  -0.628
H  -2.843  -1.529  -1.203
H  -3.335  -1.243  0.924
H  -1.008  -0.592  1.521
H  0.344  -1.916  0.457
H  -1.046  0.409  -1.356
H  -0.777  2.279  0.861
H  -1.088  2.539  -0.742
H  1.326  1.697  -1.023
H  1.814  1.595  1.397
H  0.926  -0.147  1.793
N  -1.321  2.008  -0.018
O  -0.496  -1.836  0.067
S  2.160  -0.518  -0.369

7.
# C5H11NP

The ion C5H11NP with charge +1 in a non-equilibrium geometry (the ωB97M-V functional and the def2-TZVPD basis, OMol25).

Properties
Total charge = +1
Energy above the lowest of the compared OMol25 structures with the same formula, charge and spin = 0.401 eV
Kohn-Sham gap (spin up / spin down) = 6.99 / 7.41 eV
2S+1 = 3

Cartesian coordinates (Å):
C  -0.491  -1.319  0.322
C  -0.574  0.335  0.623
C  1.543  -0.001  -0.374
C  -1.505  -2.316  0.640
C  0.708  2.214  -0.656
N  0.330  0.812  -0.417
P  0.936  -1.737  -0.359
H  -1.628  0.678  0.350
H  -0.292  0.472  1.703
H  2.294  0.350  -1.045
H  1.963  -0.015  0.634
H  -2.147  -2.313  -0.197
H  -2.142  -1.925  1.435
H  -1.193  -3.331  0.819
H  1.572  2.317  0.021
H  0.934  2.411  -1.685
H  -0.129  2.963  -0.538
H  -0.178  0.405  -1.274

8.
# C5H11NPRu

A structure of composition C5H11NPRu in a non-equilibrium geometry (the ωB97M-V functional and the def2-TZVPD basis, OMol25).

Properties
Total charge = +1
Kohn-Sham gap (spin up / spin down) = 6.49 / 7.54 eV
2S+1 = 5

Cartesian coordinates (Å):
C  0.415  -1.060  -1.282
C  1.396  -0.063  -1.709
C  0.680  1.007  -2.303
C  -0.674  0.944  -1.831
C  -0.876  -0.440  -1.406
Ru  0.173  0.454  0.322
P  0.983  -0.825  1.974
H  0.615  -2.079  -0.962
H  2.477  -0.133  -1.733
H  1.061  1.669  -3.082
H  -1.823  -0.914  -1.182
H  -1.355  1.784  -1.920
H  1.156  -0.151  3.219
H  2.256  -1.485  1.866
H  0.193  -1.920  2.455
N  -1.436  0.769  1.704
H  -2.118  0.001  1.639
H  -1.953  1.628  1.543
H  -1.169  0.813  2.687

9.
# C5H11NS

The molecule C5H11NS in a non-equilibrium geometry (the ωB97M-V functional and the def2-TZVPD basis, OMol25).

Properties
Energy above the lowest of the compared OMol25 structures with the same formula, charge and spin = 3.923 eV
Kohn-Sham gap = 8.55 eV

Cartesian coordinates (Å):
C  -0.622  0.247  -1.799
C  0.069  1.341  -1.046
C  -0.307  -0.847  -0.715
C  -1.329  -1.943  -0.567
C  1.433  0.736  2.637
N  1.261  0.846  1.272
S  -0.142  0.639  0.616
H  -1.792  0.478  -1.787
H  -0.407  0.016  -2.764
H  1.216  1.290  -1.081
H  -0.281  2.422  -1.362
H  0.826  -0.908  -0.789
H  -2.196  -1.360  -0.158
H  -1.086  -2.867  0.157
H  -1.596  -2.394  -1.614
H  0.553  0.704  3.177
H  2.233  1.637  2.962
H  2.167  -0.037  2.861

10.
# C5H11NiO4

A structure of composition C5H11NiO4 in a non-equilibrium geometry (the ωB97M-V functional and the def2-TZVPD basis, OMol25).

Properties
Energy above the lowest of the compared OMol25 structures with the same formula, charge and spin = 2.004 eV
Kohn-Sham gap (spin up / spin down) = 5.44 / 8.72 eV
2S+1 = 4

Cartesian coordinates (Å):
C  -3.422  -0.655  -1.206
O  -3.241  -1.554  -0.150
H  -4.400  -0.875  -1.657
H  -3.405  0.392  -0.862
H  -2.639  -0.783  -1.975
O  2.849  -3.205  1.690
C  2.746  -4.446  2.079
C  0.949  -4.486  -0.182
O  0.421  -4.006  0.917
C  -1.812  -1.900  0.284
C  -1.133  -0.752  1.031
O  0.181  -0.981  1.394
Ni  1.190  -2.370  1.453
H  2.406  -4.624  3.115
H  3.504  -5.158  1.708
H  0.913  -5.580  -0.310
H  0.741  -3.932  -1.114
H  -2.026  -2.700  1.011
H  -1.270  -2.073  -0.667
H  -1.768  -0.549  1.920
H  -1.214  0.150  0.389

11.
# C5H11O

A cluster of 2 separate species, C5H11O in total (the ωB97M-V functional and the def2-TZVPD basis, OMol25).

Properties
Total charge = -1
Energy above the lowest of the compared OMol25 structures with the same formula, charge and spin = 0.839 eV
Kohn-Sham gap = 6.56 eV

Cartesian coordinates (Å):
C  0.842  -1.715  -2.191
O  0.632  -1.606  -0.851
H  -0.077  -1.963  -2.769
H  1.241  -0.779  -2.647
H  1.613  -2.476  -2.462
C  0.315  -0.335  1.966
C  0.156  1.029  1.296
C  -0.557  0.929  -0.013
C  -1.628  1.658  -0.283
H  0.655  -1.047  1.217
H  0.993  -0.296  2.823
H  -0.656  -0.694  2.328
H  1.160  1.438  1.138
H  -0.343  1.756  1.951
H  -0.169  0.139  -0.694
H  -2.152  1.575  -1.232
H  -2.028  2.387  0.424

12.
# C5H11O

A cluster of 2 separate species, C5H11O in total (the ωB97M-V functional and the def2-TZVPD basis, OMol25).

Properties
Total charge = +1
Energy above the lowest of the compared OMol25 structures with the same formula, charge and spin = 0.000 eV
Kohn-Sham gap = 8.62 eV

Cartesian coordinates (Å):
C  -3.312  -0.118  0.092
C  1.180  0.741  -1.275
C  0.616  -1.355  -0.031
C  1.309  0.703  1.229
C  1.036  0.018  -0.022
O  -2.151  -0.423  0.138
H  -3.633  0.933  0.075
H  -4.118  -0.860  0.060
H  1.137  1.821  -1.155
H  2.179  0.506  -1.663
H  0.485  0.398  -2.039
H  0.957  -1.934  0.825
H  -0.489  -1.310  0.069
H  0.793  -1.867  -0.975
H  0.392  1.243  1.502
H  1.547  0.031  2.050
H  2.072  1.475  1.118

13.
# C5H11O2

A cluster of 2 separate species, C5H11O2 in total in a non-equilibrium geometry (the ωB97M-V functional and the def2-TZVPD basis, OMol25).

Properties
Total charge = -1
Energy above the lowest of the compared OMol25 structures with the same formula, charge and spin = 0.460 eV
Kohn-Sham gap = 7.37 eV

Cartesian coordinates (Å):
C  -2.887  -1.932  0.302
C  -2.823  -0.386  0.512
O  -2.757  0.356  -0.496
O  -2.978  -0.080  1.717
H  -3.616  -2.187  -0.478
H  -3.139  -2.372  1.265
H  -1.904  -2.298  0.048
C  1.315  0.678  0.035
C  1.428  0.398  -1.453
C  2.644  1.336  0.653
H  0.489  1.342  0.218
H  1.108  -0.195  0.640
H  0.530  -0.120  -1.795
H  2.242  -0.315  -1.643
H  3.539  1.227  0.035
H  2.371  2.361  0.865
H  1.560  1.304  -2.036
H  2.875  0.883  1.610

For each record above, in turn, the calculated calculated total energy values are -875.7108, -1349.0809, -725.0720, -725.1782, -725.1275, -725.0443, -592.7759, -687.7042, -649.8949, -2006.1630, -272.2963, -272.0277, -347.6328 a.u..